ORCA calculation (the ωB97M-V functional and the def2-TZVPD basis) on 11 unconnected molecules or ions with the total composition C18H58N12O11.

Geometry (Å):
N  -0.28258  -0.42732  1.66519
C  -0.20278  0.21836  0.48162
N  0.87394  0.95552  0.14034
O  -1.26058  0.22290  -0.18439
H  -1.22735  -0.75603  1.78213
H  0.46134  -0.34510  2.34800
H  0.83095  1.28407  -0.82157
H  1.74317  0.98513  0.59723
N  3.52939  -2.47855  1.51880
C  2.28446  -2.88118  1.91339
N  1.74865  -3.82892  1.18322
O  1.78074  -2.45104  2.95065
H  3.65448  -2.31755  0.52697
H  3.89485  -1.68703  2.02771
H  0.81717  -4.12046  1.41534
H  2.33084  -4.31822  0.49463
N  -2.00558  0.70254  -3.06736
C  -3.00079  1.33725  -3.71865
N  -2.68674  2.11572  -4.76462
O  -4.17343  1.21739  -3.45457
H  -2.21225  0.09340  -2.30144
H  -1.04582  0.93813  -3.15747
H  -3.46862  2.76106  -4.88114
H  -1.75731  2.50045  -4.81775
N  -4.20683  -0.76597  0.75297
C  -4.82058  0.43533  0.74337
N  -4.63121  1.30879  -0.36757
O  -5.56511  0.87807  1.57945
H  -4.24084  -1.16538  1.66839
H  -3.35457  -0.92935  0.22326
H  -4.24921  0.84233  -1.17535
H  -5.49749  1.61399  -0.73857
N  3.62664  1.83698  3.93138
C  3.08470  0.64156  3.36017
N  2.60767  -0.31239  4.23224
O  3.00153  0.54399  2.15170
H  3.22851  2.07202  4.83674
H  3.58243  2.54406  3.19518
H  2.26559  -1.16367  3.75817
H  2.86347  -0.21310  5.21897
N  -0.51910  4.66968  -1.96666
C  -0.71616  3.32277  -1.83560
N  -1.57419  2.77578  -0.91650
O  0.10964  2.64037  -2.43141
H  -0.81587  5.37594  -1.38122
H  0.27950  4.98128  -2.47631
H  -2.41386  3.19479  -0.66881
H  -1.46125  1.77087  -0.60742
C  -0.50775  2.31302  4.59953
C  -2.06310  2.28888  4.66271
C  -2.61083  1.30004  3.62724
O  -2.52490  1.91803  5.95088
H  -0.01742  1.33153  4.80848
H  -0.00445  3.03195  5.26013
H  -0.26978  2.52428  3.56147
H  -2.44680  3.30486  4.43326
H  -2.49633  0.26390  3.89960
H  -2.32222  1.48225  2.59502
H  -3.66495  1.53257  3.63244
H  -2.46112  2.66793  6.54033
C  -1.58876  -3.21286  -0.60940
C  -2.10950  -3.60540  0.77465
C  -3.39266  -4.42882  0.67484
O  -1.14509  -4.25585  1.55035
H  -0.76990  -2.46347  -0.58816
H  -2.36365  -2.64447  -1.12641
H  -1.26802  -4.08763  -1.16765
H  -2.48931  -2.73198  1.31583
H  -3.80510  -4.71726  1.65389
H  -3.21336  -5.37456  0.15474
H  -4.17521  -3.96077  0.08856
H  -0.98170  -3.78531  2.38678
C  2.05201  1.24434  -5.21662
C  3.03426  1.88388  -4.21289
C  3.45223  3.30599  -4.47860
O  2.56370  1.71923  -2.87978
H  2.41684  1.10332  -6.23391
H  1.13748  1.80949  -5.35377
H  1.76158  0.27723  -4.79728
H  3.95169  1.26860  -4.27358
H  2.59501  3.95001  -4.31939
H  3.74181  3.42926  -5.55615
H  4.16640  3.69682  -3.72893
H  1.75503  2.21110  -2.82557
C  1.81725  -1.63686  -1.68937
C  2.86238  -2.38381  -2.41108
C  4.10330  -1.55248  -2.70249
O  3.21480  -3.54673  -1.68654
H  2.25704  -1.13168  -0.84644
H  1.07074  -2.27106  -1.31330
H  1.51264  -0.82930  -2.34188
H  2.43330  -2.66234  -3.39433
H  4.95227  -2.03669  -3.17978
H  4.46122  -1.15019  -1.74521
H  3.80729  -0.72009  -3.35597
H  3.87872  -4.01985  -2.18951
O  -0.75968  -2.69723  4.32477
H  0.11669  -2.66299  3.89361
H  -0.87363  -1.90811  4.87204

Results
* HOMO-LUMO gap: 9.83 eV
* HOMO level: -9.47 eV
* lowest unoccupied orbital energy: 0.36 eV

***

ORCA calculation (the ωB97M-V functional and the def2-TZVPD basis) on 10 unconnected molecules or ions with the total composition C18H59N3O13.

Geometry (Å):
C  -14.01794  15.89388  -19.79458
O  -15.29904  15.28350  -19.67822
C  -15.78815  15.33450  -18.37084
C  -17.16866  14.70264  -18.23474
N  -18.16992  15.66724  -18.67627
C  -19.29385  15.17246  -19.45198
C  -19.99683  14.04094  -18.75125
O  -20.32427  14.34110  -17.39124
C  -21.63829  14.72198  -17.13244
H  -13.37786  15.35219  -19.08953
H  -14.03444  16.97175  -19.63865
H  -13.64082  15.66118  -20.78872
H  -15.89687  16.37226  -18.01678
H  -15.07514  14.88639  -17.66162
H  -17.27894  14.52965  -17.15703
H  -17.23431  13.72950  -18.72717
H  -17.77139  16.44942  -19.17297
H  -19.04664  14.87180  -20.47932
H  -20.05388  15.95244  -19.57267
H  -19.38147  13.14164  -18.64786
H  -20.94712  13.72714  -19.20054
H  -22.29478  13.83913  -17.08377
H  -22.04711  15.39808  -17.88951
H  -21.81788  15.18845  -16.16336
C  -17.47201  20.80522  -15.40378
O  -16.44943  21.75801  -15.62032
C  -16.44626  22.19979  -16.95220
C  -15.12670  22.88687  -17.26950
N  -13.95257  22.02247  -17.08670
C  -12.83140  22.55944  -17.85478
C  -11.56874  21.73995  -17.68616
O  -11.27810  21.73617  -16.27010
C  -9.97002  21.28146  -16.05462
H  -17.46444  20.49087  -14.35704
H  -17.30550  19.89450  -15.98268
H  -18.46176  21.24912  -15.54179
H  -17.23154  22.94874  -17.12761
H  -16.65489  21.39337  -17.66512
H  -14.95198  23.74959  -16.61017
H  -15.15350  23.29203  -18.28100
H  -13.82638  21.80885  -16.10970
H  -12.63842  23.59732  -17.54510
H  -13.15440  22.63179  -18.89358
H  -10.72799  22.19994  -18.20153
H  -11.79645  20.70860  -17.96017
H  -9.85025  21.04754  -14.99572
H  -9.17065  22.00759  -16.26919
H  -9.65855  20.40773  -16.64074
C  -18.44766  7.56216  -13.43221
O  -18.73707  8.15992  -12.19716
C  -17.66788  8.88013  -11.62871
C  -17.31174  10.14240  -12.44826
N  -18.51242  10.87581  -12.78278
C  -18.35819  11.82430  -13.88336
C  -17.55691  13.07290  -13.53820
O  -16.15536  12.86506  -13.52533
C  -15.48565  14.10451  -13.35850
H  -18.37215  8.28437  -14.25254
H  -19.28244  6.93886  -13.76401
H  -17.58975  6.89663  -13.30630
H  -16.78192  8.23322  -11.61719
H  -17.91937  9.09427  -10.59327
H  -16.67562  9.75543  -13.25449
H  -16.72510  10.78867  -11.79232
H  -19.26586  10.23393  -12.99848
H  -19.35614  12.23348  -14.06656
H  -18.03769  11.31017  -14.79647
H  -17.92997  13.48015  -12.59059
H  -17.81009  13.82065  -14.30284
H  -15.80533  14.71733  -12.50757
H  -15.60020  14.82523  -14.17666
H  -14.46474  13.74027  -13.25883
O  -12.06075  18.55116  -16.15590
H  -12.97544  18.67697  -16.50646
H  -11.70306  19.44335  -16.08110
O  -15.99016  17.62577  -15.53647
H  -15.19720  17.22218  -15.92544
H  -15.80863  17.65680  -14.58153
O  -18.70234  16.97756  -15.83342
H  -17.80391  17.36246  -15.85901
H  -18.67409  16.27610  -16.50189
O  -19.50466  18.14349  -13.27772
H  -18.78171  17.98436  -13.89910
H  -19.82341  17.26238  -13.06149
O  -14.40830  19.06097  -17.56875
H  -15.11002  18.89228  -16.92581
H  -14.50142  20.00339  -17.80357
O  -13.56456  16.23021  -15.20233
H  -12.96816  16.99905  -15.24110
H  -13.02209  15.52360  -14.83674
O  -15.69650  17.62078  -12.58528
H  -16.20410  17.07978  -11.96958
H  -14.90875  17.88477  -12.09642

Results
* HOMO-LUMO gap: 8.96 eV
* HOMO level: -8.65 eV
* lowest unoccupied orbital energy: 0.30 eV

***

ORCA calculation (the ωB97M-V functional and the def2-TZVPD basis) on 12 unconnected molecules or ions with the total composition C18H60O12.

Geometry (Å):
C  -0.84223  3.02852  3.24022
C  -0.22904  4.23602  2.53479
O  -1.31562  4.98063  2.04184
H  -1.52925  3.25569  4.05539
H  -0.05137  2.46086  3.73054
H  -1.25672  2.43771  2.42337
H  0.29900  3.93791  1.62903
H  0.51574  4.88765  2.99171
H  -0.84549  5.69587  1.60709
C  1.83857  -3.90304  1.48741
C  1.67314  -4.99710  0.47206
O  1.82153  -4.57983  -0.89883
H  2.80831  -3.48649  1.21501
H  1.53312  -4.00999  2.52825
H  1.16524  -3.09700  1.19583
H  0.69530  -5.47484  0.53299
H  2.31905  -5.78810  0.85315
H  1.05834  -4.79889  -1.43842
C  -5.67897  1.29898  -1.23225
C  -4.27998  1.66700  -1.82835
O  -4.41301  1.93648  -3.24330
H  -5.59627  1.33020  -0.14584
H  -6.09762  0.41047  -1.70489
H  -6.42912  2.03728  -1.51564
H  -3.46146  0.95237  -1.74215
H  -3.97366  2.62180  -1.40101
H  -4.90842  1.21758  -3.64249
C  1.09092  2.23580  -4.65459
C  2.10265  1.37078  -3.97796
O  2.57590  2.17310  -2.93872
H  0.30383  2.35936  -3.91074
H  0.61350  1.72783  -5.49253
H  1.48578  3.24078  -4.80359
H  3.00014  1.12037  -4.54356
H  1.63468  0.47031  -3.58015
H  3.48036  1.89913  -2.76995
C  -3.92816  -4.20535  -2.39374
C  -2.67875  -3.29732  -2.16759
O  -2.97401  -2.29136  -1.15833
H  -4.40709  -4.67865  -1.53658
H  -3.81474  -5.02307  -3.10548
H  -4.69491  -3.53546  -2.78289
H  -2.27704  -2.96365  -3.12435
H  -2.12222  -4.06851  -1.63500
H  -2.09757  -1.98614  -0.91276
C  -0.27738  -1.49872  3.26864
C  -1.40638  -2.51267  3.44365
O  -1.10950  -3.29045  4.58737
H  -0.32722  -0.74833  4.05765
H  -0.37916  -0.92502  2.34744
H  0.75415  -1.85033  3.28880
H  -1.48857  -2.99235  2.46833
H  -2.36096  -1.98936  3.49859
H  -1.41177  -4.19307  4.46279
C  2.90931  1.16452  3.82743
C  2.56461  0.77925  5.22197
O  3.14020  1.57933  6.16130
H  3.88865  0.80954  3.50653
H  2.84711  2.24306  3.68253
H  2.18697  0.58173  3.25587
H  2.85712  -0.27039  5.19374
H  1.50818  0.73401  5.48655
H  2.75440  1.42842  7.02732
C  0.02161  1.05928  -0.05913
C  -0.86419  -0.20733  -0.33309
O  -0.16015  -1.36608  -0.57036
H  -0.62247  1.78358  0.43953
H  0.47221  1.55985  -0.91615
H  0.79399  0.89211  0.69158
H  -1.55961  -0.09222  -1.16450
H  -1.53816  -0.45244  0.48776
H  0.57032  -1.30492  -1.19026
C  3.24812  -0.77830  -1.17262
O  2.23681  -1.64100  -1.64536
H  3.86536  -1.19651  -0.37751
H  3.82301  -0.63273  -2.08717
H  2.65247  0.05333  -0.79621
H  2.62981  -2.51687  -1.64652
C  3.44255  4.57951  0.13271
O  2.81971  3.29956  0.10392
H  4.51275  4.41751  0.26122
H  3.24049  5.19799  -0.74180
H  3.01352  5.08951  0.99522
H  2.85082  2.91931  -0.77701
O  0.33390  -1.77167  -3.87579
H  0.90219  -1.47227  -3.16612
H  -0.15913  -0.99268  -4.13332
O  -1.51441  0.27247  -3.80842
H  -2.44860  0.27997  -3.59991
H  -1.32505  1.16629  -4.09383

Results
* HOMO-LUMO gap: 10.24 eV
* HOMO level: -9.79 eV
* lowest unoccupied orbital energy: 0.45 eV

***

ORCA calculation (the ωB97M-V functional and the def2-TZVPD basis) on 13 unconnected molecules or ions with the total composition C18H61ClN24O14.

Geometry (Å):
C  0.92995  -0.46764  -0.83318
C  1.56039  -1.88334  -0.66429
C  0.60098  -2.71438  0.23049
O  -0.20167  -3.52503  -0.66258
C  -1.47925  -3.81306  -0.08977
C  -2.54551  -3.00904  -0.88269
Cl  -3.25470  -4.10055  -2.19465
O  -3.61415  -2.64130  -0.06783
C  -3.81410  -1.23028  0.03026
H  -0.10763  -0.62941  -1.15278
H  1.50915  0.13216  -1.53588
H  0.90076  -0.02128  0.16293
H  2.53878  -1.76649  -0.18757
H  1.67685  -2.36631  -1.63916
H  -0.05504  -2.00765  0.75315
H  1.14715  -3.35826  0.92959
H  -1.53966  -3.55653  0.97187
H  -1.67348  -4.87859  -0.22991
H  -2.06464  -2.17812  -1.40126
H  -3.00238  -0.63111  -0.39270
H  -3.88879  -0.95614  1.09022
H  -4.77479  -0.95306  -0.41703
C  0.90050  2.89487  1.19393
O  1.51244  1.83471  1.11347
N  -0.44754  2.96070  1.10585
N  1.52098  4.10014  1.37832
H  -0.96752  3.81763  1.17638
H  -0.94500  2.09997  0.96839
H  2.52054  4.09850  1.45987
H  1.03097  4.97351  1.44381
C  -0.81616  4.96552  -2.06311
O  -0.17907  5.44519  -1.13368
N  -1.02333  3.64000  -2.18762
N  -1.36835  5.74556  -3.04339
H  -1.54537  3.22326  -2.93332
H  -0.63178  3.04794  -1.48169
H  -1.22394  6.73560  -2.97912
H  -1.89546  5.37954  -3.81256
C  -3.12421  6.93846  1.49650
O  -2.70952  5.96389  2.11052
N  -2.77161  7.18197  0.20430
N  -3.96787  7.85331  2.06204
H  -3.09596  7.97096  -0.32060
H  -2.13861  6.52748  -0.23018
H  -4.24028  7.69810  3.01451
H  -4.31838  8.65880  1.58066
C  -3.84949  -5.58710  2.60035
O  -3.65290  -4.71856  3.43748
N  -3.94348  -6.90801  2.92129
N  -3.98642  -5.29175  1.27108
H  -4.10283  -7.63127  2.24809
H  -3.84550  -7.16252  3.89002
H  -3.92121  -4.32185  1.00670
H  -4.14452  -5.98104  0.56110
C  3.16600  -6.41664  -1.46495
O  3.82016  -7.44350  -1.57307
N  1.79914  -6.41392  -1.48448
N  3.74264  -5.19039  -1.31913
H  1.24586  -5.58060  -1.39781
H  1.33903  -7.29780  -1.59036
H  4.75014  -5.14997  -1.30006
H  3.21987  -4.33905  -1.23489
C  6.86191  -4.51158  -3.55332
O  6.62455  -4.45164  -2.35819
N  6.25140  -5.41966  -4.36678
N  7.75442  -3.67786  -4.16465
H  6.42699  -5.49259  -5.35011
H  5.59174  -6.04724  -3.93995
H  8.21806  -3.00103  -3.58833
H  7.96525  -3.70989  -5.14321
C  -6.12884  -0.70527  -3.24548
O  -5.95047  -0.08112  -2.21922
N  -5.45849  -1.86270  -3.48327
N  -6.98043  -0.28786  -4.22607
H  -5.54801  -2.40860  -4.31844
H  -4.81756  -2.16123  -2.75668
H  -7.47663  0.56919  -4.06873
H  -7.13184  -0.78808  -5.08058
C  -4.30060  2.87984  -0.00861
O  -3.20535  2.78323  -0.55429
N  -5.24839  1.94008  -0.21315
N  -4.64405  3.90487  0.82477
H  -6.15910  1.95328  0.20328
H  -5.00562  1.19143  -0.83366
H  -3.95203  4.61207  1.02826
H  -5.54436  3.97750  1.25752
C  4.35214  4.63518  -2.04974
O  5.03771  5.22072  -2.87265
N  3.74500  5.28067  -1.00956
N  4.13404  3.28879  -2.09973
H  3.17996  4.81766  -0.32365
H  3.87589  6.27247  -0.94209
H  4.56527  2.78316  -2.85028
H  3.57352  2.78939  -1.43358
C  4.59557  3.19376  3.79260
O  4.84147  4.31214  3.36200
N  3.87041  2.29182  3.07657
N  5.02520  2.76920  5.01691
H  3.64280  1.36961  3.39501
H  3.53772  2.58098  2.17936
H  5.56103  3.41607  5.56422
H  4.83438  1.85872  5.38815
C  -4.02985  -10.06971  5.46970
O  -3.79136  -8.96507  5.00961
N  -4.80507  -10.98353  4.81548
N  -3.53934  -10.47669  6.67507
H  -5.01345  -11.89515  5.17450
H  -5.18140  -10.71309  3.92675
H  -2.96600  -9.82627  7.17918
H  -3.72014  -11.37727  7.07450
C  7.29803  8.71136  -0.10165
O  8.00732  9.65362  0.20956
N  6.80298  7.83122  0.82043
N  6.94160  8.45705  -1.39500
H  6.22297  7.04709  0.58879
H  7.04636  7.98800  1.78007
H  7.29126  9.08032  -2.09749
H  6.36133  7.68650  -1.67597

Results
* HOMO-LUMO gap: 9.62 eV
* HOMO level: -9.32 eV
* lowest unoccupied orbital energy: 0.29 eV